## one
{"formula": "C3H8N2S", "method": "the ωB97M-V functional and the def2-TZVPD basis", "symbols": ["C", "C", "C", "H", "H", "H", "H", "H", "H", "H", "H", "N", "N", "S"], "coordinates": [[-0.349, 1.205, -0.470], [0.576, 0.928, 0.687], [-0.740, 0.233, 0.592], [-0.904, 0.395, -2.287], [0.496, 1.185, -2.335], [-0.915, 2.154, -0.405], [0.582, 1.795, 1.379], [2.514, 0.191, 1.210], [2.243, 0.507, -0.385], [-1.536, 0.495, 1.348], [0.538, -1.577, 0.219], [-0.050, 0.590, -1.760], [1.803, 0.174, 0.461], [-0.763, -1.543, 0.343]], "nbo_charge": [-0.090, -0.073, -0.378, 0.370, 0.356, 0.187, 0.197, 0.379, 0.371, 0.232, 0.155, -0.830, -0.844, -0.032], "smiles": "N[C@@H]1[C@H](N)[C@@H]1S", "homo_energy_ev": -8.3, "total_charge": 0}

=====

## two
{"formula": "C3H8N2S", "method": "the ωB97M-V functional and the def2-TZVPD basis", "symbols": ["C", "C", "C", "H", "H", "H", "H", "H", "H", "H", "H", "N", "N", "S"], "coordinates": [[1.676, -1.007, 1.381], [1.491, -0.037, 0.209], [-1.681, 0.824, 0.256], [1.766, -2.011, 1.094], [0.852, -0.810, 2.054], [2.578, -0.841, 1.967], [2.405, 0.115, -0.377], [1.207, 0.884, 0.663], [-1.795, -1.170, -0.069], [-2.643, 0.737, 0.783], [-1.569, 2.676, 0.484], [-1.229, -0.378, -0.219], [-1.056, 1.914, 0.035], [0.268, -0.563, -1.024]], "nbo_charge": [-0.618, -0.548, 0.264, 0.208, 0.205, 0.211, 0.225, 0.237, 0.398, 0.155, 0.343, -0.770, -0.716, 0.406], "smiles": "[H]/N=C/NSCC", "homo_energy_ev": -8.5, "total_charge": 0}

=====

Stability ranking, top entry: two; the second entry is 0.615 eV less favorable.

=====

## one
{"formula": "C5H7N5S", "method": "the ωB97M-V functional and the def2-TZVPD basis", "symbols": ["C", "C", "C", "C", "C", "N", "N", "N", "N", "N", "S", "H", "H", "H", "H", "H", "H", "H"], "coordinates": [[-1.283, 2.185, 0.300], [-1.067, 1.049, -0.446], [-0.790, -1.243, -1.047], [-1.817, -0.149, -0.905], [2.775, -0.409, 0.913], [-0.124, 2.865, 0.376], [0.783, 2.248, -0.278], [0.432, -1.005, -1.322], [0.249, 1.156, -0.793], [0.893, 0.198, -1.498], [3.136, 0.340, -0.679], [-2.174, 2.530, 0.783], [-1.087, -2.276, -0.957], [-2.593, -0.428, -0.191], [-2.309, 0.040, -1.868], [3.731, -0.664, 1.362], [2.198, -1.319, 0.758], [2.243, 0.295, 1.549]], "nbo_charge": [-0.121, 0.087, 0.065, -0.508, -0.793, -0.223, -0.052, -0.230, -0.061, -0.054, 0.276, 0.218, 0.203, 0.246, 0.242, 0.249, 0.233, 0.224], "homo_energy_ev": [-8.7, -8.8], "total_charge": 0}

=====

## two
{"formula": "C5H7N5S", "method": "the ωB97M-V functional and the def2-TZVPD basis", "symbols": ["C", "C", "C", "C", "C", "N", "N", "N", "N", "N", "S", "H", "H", "H", "H", "H", "H", "H"], "coordinates": [[-0.679, -0.613, 0.234], [1.390, 0.876, 0.379], [0.739, -0.280, 0.309], [0.855, 2.178, 0.620], [1.680, -1.428, 0.242], [-2.449, -1.392, 1.076], [-1.163, -1.278, 1.322], [-2.802, -0.816, 0.029], [-1.741, -0.332, -0.547], [-1.642, 0.182, -1.786], [-0.450, 2.759, -0.187], [2.424, 0.799, 0.423], [1.414, 2.844, 1.302], [2.292, -1.335, -0.711], [1.117, -2.304, 0.253], [2.459, -1.465, 0.968], [-2.529, 0.609, -2.112], [-0.914, 0.994, -1.815]], "nbo_charge": [0.206, -0.276, 0.076, -0.240, -0.632, -0.066, -0.268, -0.080, 0.013, -0.635, 0.000, 0.211, 0.216, 0.227, 0.231, 0.231, 0.387, 0.399], "smiles": "C/C(=C/C=S)c1nnnn1N", "homo_energy_ev": -9.3, "total_charge": 0}

=====

Stability ranking, top entry: two; the second entry is 0.976 eV less favorable.

=====

## one
{"formula": "HNO", "method": "the ωB97M-V functional and the def2-TZVPD basis", "symbols": ["N", "O", "H"], "coordinates": [[-0.161, 0.435, 0.800], [-1.707, 1.123, 0.182], [0.088, -0.076, -0.053]], "nbo_charge": [-0.080, -0.219, 0.299], "homo_energy_ev": [-11.5, -11.5], "total_charge": 0}

=====

## two
{"formula": "HNO", "method": "the ωB97M-V functional and the def2-TZVPD basis", "symbols": ["H", "N", "O"], "coordinates": [[0.390, -0.753, 0.250], [-0.497, -0.098, 0.039], [0.107, 0.851, -0.289]], "nbo_charge": [0.229, 0.024, -0.253], "smiles": "N=O", "homo_energy_ev": -9.5, "total_charge": 0}

=====

Stability ranking, top entry: two; the second entry is 4.591 eV less favorable.

=====

## one
{"formula": "C6H9BrN3", "method": "the ωB97M-V functional and the def2-TZVPD basis", "symbols": ["C", "C", "C", "C", "C", "C", "N", "N", "N", "Br", "H", "H", "H", "H", "H", "H", "H", "H", "H"], "coordinates": [[1.755, -1.440, 1.198], [0.319, -1.283, 1.147], [2.407, -1.562, 0.019], [-1.699, 3.463, -0.104], [-0.394, -1.664, -0.111], [0.562, -1.940, -1.233], [1.793, -1.713, -1.175], [-0.332, -0.267, 0.286], [-1.011, 2.702, -0.897], [-2.069, 0.340, 0.912], [2.251, -1.366, 2.145], [-0.299, -1.456, 2.021], [3.426, -1.748, 0.125], [-1.724, 4.612, -0.186], [-2.279, 3.110, 0.625], [-1.325, -2.258, -0.230], [0.305, -2.324, -2.242], [-0.512, 3.102, -1.659], [-1.175, 1.692, -0.639]], "nbo_charge": [-0.241, -0.111, 0.018, 0.172, -0.190, 0.137, -0.413, -0.410, -0.589, 0.127, 0.239, 0.233, 0.209, 0.237, 0.208, 0.254, 0.211, 0.450, 0.458], "homo_energy_ev": -12.3, "total_charge": 1}

=====

## two
{"formula": "C6H9BrN3", "method": "the ωB97M-V functional and the def2-TZVPD basis", "symbols": ["C", "C", "C", "C", "C", "C", "N", "N", "N", "Br", "H", "H", "H", "H", "H", "H", "H", "H", "H"], "coordinates": [[-0.087, 2.384, 0.327], [-0.695, 1.430, 1.024], [0.788, 2.103, -0.780], [-0.245, -2.262, -0.278], [-0.488, 0.018, 0.743], [0.808, -0.108, -0.163], [1.211, 0.920, -1.071], [-1.443, -0.766, 0.008], [0.737, -1.363, -0.970], [-2.993, -1.225, 0.861], [-0.169, 3.357, 0.683], [-1.542, 1.611, 1.678], [1.243, 2.999, -1.464], [0.085, -2.457, 0.682], [-0.857, -3.068, -0.709], [-0.215, -0.477, 1.816], [1.706, -0.320, 0.580], [1.745, -1.744, -1.045], [0.412, -1.032, -1.924]], "nbo_charge": [-0.263, -0.113, 0.148, -0.037, -0.157, 0.089, -0.459, -0.515, -0.555, 0.283, 0.244, 0.245, 0.241, 0.203, 0.268, 0.203, 0.225, 0.472, 0.476], "homo_energy_ev": -13.1, "total_charge": 1}

=====

Stability ranking, top entry: one; the second entry is 0.132 eV less favorable.

=====

## one
{"formula": "C6H11NS", "method": "the ωB97M-V functional and the def2-TZVPD basis", "symbols": ["C", "C", "C", "C", "C", "C", "H", "H", "H", "H", "H", "H", "H", "H", "H", "H", "H", "N", "S"], "coordinates": [[-1.039, 1.360, 0.678], [-0.721, 0.019, 0.012], [-0.253, -1.134, 0.976], [0.873, -1.794, 0.263], [1.271, -1.163, -0.851], [0.599, 0.205, -0.962], [-0.116, 1.669, 1.171], [-1.857, 1.316, 1.398], [-1.269, 2.112, -0.091], [-3.077, -0.028, -0.066], [-1.086, -1.793, 1.122], [0.064, -0.711, 1.973], [1.271, -2.745, 0.583], [2.032, -1.445, -1.465], [0.205, 0.414, -1.970], [1.256, 2.126, -0.665], [2.505, 0.979, -0.719], [1.547, 1.184, -0.462], [-2.206, -0.570, -0.928]], "nbo_charge": [-0.645, -0.081, -0.480, -0.147, -0.212, -0.084, 0.233, 0.212, 0.212, 0.121, 0.228, 0.219, 0.208, 0.202, 0.180, 0.366, 0.378, -0.857, -0.053], "smiles": "C[C@]1(S)CC=C[C@@H]1N", "homo_energy_ev": -8.9, "total_charge": 0}

=====

## two
{"formula": "C6H11NS", "method": "the ωB97M-V functional and the def2-TZVPD basis", "symbols": ["C", "C", "C", "C", "C", "C", "N", "S", "H", "H", "H", "H", "H", "H", "H", "H", "H", "H", "H"], "coordinates": [[-0.733, 1.700, 0.582], [2.336, -1.580, 0.565], [0.242, 0.783, 0.876], [1.085, 0.746, -1.652], [-2.485, -0.691, 0.236], [1.035, 0.232, -0.252], [2.066, -0.478, 0.071], [-1.075, -1.836, 0.208], [-1.391, 2.124, 1.351], [-0.865, 2.120, -0.353], [3.285, -1.857, 0.904], [1.609, -2.530, 0.662], [0.194, 0.234, 1.873], [1.543, -0.029, -2.323], [1.529, 1.772, -1.550], [0.016, 0.801, -2.008], [-3.333, -0.971, 0.995], [-2.967, -0.745, -0.834], [-2.092, 0.207, 0.650]], "nbo_charge": [-0.368, 0.048, -0.285, -0.687, -0.763, 0.389, -0.384, -0.393, 0.215, 0.193, 0.178, 0.207, 0.261, 0.253, 0.252, 0.251, 0.211, 0.215, 0.207], "homo_energy_ev": [-7.1, -7.1], "total_charge": 0}

=====

Stability ranking, top entry: one; the second entry is 3.745 eV less favorable.

=====

## one
{"formula": "C6H11NS", "method": "the ωB97M-V functional and the def2-TZVPD basis", "symbols": ["C", "C", "C", "C", "C", "C", "H", "H", "H", "H", "H", "H", "H", "H", "H", "H", "H", "N", "S"], "coordinates": [[0.717, -1.891, -0.988], [0.680, -1.440, 0.426], [0.399, -0.041, 0.671], [0.869, 0.814, 1.662], [-0.572, 0.780, -0.208], [0.054, 2.073, -0.824], [1.200, -2.866, -1.094], [-0.207, -1.666, -1.478], [1.551, -1.274, -1.390], [-0.028, -2.115, 0.992], [1.633, -1.573, 0.885], [0.309, 1.658, 1.825], [1.394, 0.437, 2.527], [-0.150, 2.947, -0.202], [-0.405, 2.379, -1.759], [1.077, 1.950, -1.070], [-3.915, -0.164, -0.058], [-1.822, 0.599, -0.367], [-2.785, -0.607, 0.448]], "nbo_charge": [-0.606, -0.464, -0.008, -0.388, 0.262, -0.655, 0.224, 0.222, 0.198, 0.223, 0.221, 0.195, 0.196, 0.229, 0.230, 0.218, 0.117, -0.566, 0.149], "smiles": "C=C(CC)/C(C)=N\\S", "homo_energy_ev": -8.8, "total_charge": 0}

=====

## two
{"formula": "C6H11NS", "method": "the ωB97M-V functional and the def2-TZVPD basis", "symbols": ["C", "C", "C", "C", "C", "C", "H", "H", "H", "H", "H", "H", "H", "H", "H", "H", "H", "N", "S"], "coordinates": [[0.721, -2.294, 0.367], [0.521, 0.169, -0.209], [1.566, 1.323, -0.274], [-0.823, 0.459, -0.059], [-1.331, 1.820, 0.342], [-1.743, -0.618, -0.281], [0.153, -3.045, -0.211], [0.119, -2.124, 1.294], [1.658, -2.804, 0.674], [1.934, -0.992, -0.923], [1.203, 2.266, -0.746], [2.448, 0.968, -0.801], [1.877, 1.451, 0.766], [-0.589, 2.690, 0.348], [-2.120, 2.106, -0.406], [-1.819, 1.786, 1.398], [-1.453, -1.525, -0.726], [1.090, -1.091, -0.355], [-3.413, -0.542, -0.196]], "nbo_charge": [-0.416, 0.331, -0.658, -0.229, -0.640, -0.245, 0.195, 0.227, 0.205, 0.396, 0.234, 0.206, 0.235, 0.215, 0.236, 0.232, 0.195, -0.611, -0.108], "smiles": "CN/C(C)=C(/C)C=S", "homo_energy_ev": -7.8, "total_charge": 0}

=====

## three
{"formula": "C6H11NS", "method": "the ωB97M-V functional and the def2-TZVPD basis", "symbols": ["C", "C", "C", "C", "C", "C", "N", "S", "H", "H", "H", "H", "H", "H", "H", "H", "H", "H", "H"], "coordinates": [[0.562, 0.145, 0.009], [0.757, 1.505, -0.481], [-0.705, -0.362, 0.142], [2.114, 1.918, -0.267], [1.322, -1.782, 0.981], [-3.323, -0.283, -0.633], [1.600, -0.601, 0.181], [-2.072, 0.731, 0.257], [-0.079, 2.075, -0.815], [-0.914, -1.455, 0.193], [2.540, 1.199, -0.996], [2.374, 1.495, 0.704], [2.168, 2.975, -0.440], [2.343, -2.108, 1.134], [0.993, -2.657, 0.387], [0.781, -1.539, 1.874], [-4.173, -0.171, 0.043], [-2.833, -1.293, -0.586], [-3.455, 0.208, -1.686]], "nbo_charge": [0.037, -0.048, -0.330, -0.699, -0.471, -0.737, -0.493, 0.294, 0.203, 0.216, 0.269, 0.252, 0.219, 0.212, 0.182, 0.192, 0.229, 0.232, 0.239], "homo_energy_ev": [-7.3, -7.3], "total_charge": 0}

=====

Stability ranking, top entry: two; the second entry is 0.882 eV less favorable.